Entry 1:
Molecular formula: CH3O4Si
Method: DFT, wB97M-V/def2-TZVPD

Results
Gap between HOMO and LUMO: 0.2974 Ha
SMILES string: O=C([O-])[SiH](O)O
ΔE to the lowest compared entry with this formula, charge and spin: 14.2 kcal/mol
Highest occupied orbital energy: -4.112 eV
DFT total energy: -630.50951 Eh
Max |F|: 3.42 eV/A

Structure (ORCA input):
```
! RIJCOSX wB97M-V def2-TZVPD def2/J DEFGRID3
* xyz -1 1
Si 0.498 -0.494 0.008
O 1.159 0.293 -1.187
O -2.411 -0.600 -0.526
O 1.025 0.007 1.552
O -1.149 1.249 -0.271
C -1.341 -0.083 -0.235
H 0.235 0.255 2.081
H 1.244 -1.744 -0.165
H 0.740 1.117 -1.259
*
```



Entry 2:
Molecular formula: H3N3O2
Method: DFT, wB97M-V/def2-TZVPD

Results
Gap between HOMO and LUMO (spin up / spin down): 0.3372 / 0.3372 Ha
ΔE to the lowest compared entry with this formula, charge and spin: 59.8 kcal/mol
Highest occupied orbital energy (spin up / spin down): -9.036 / -9.037 eV
DFT total energy: -316.31147 Eh
Max |F|: 3.30 eV/A

Structure (ORCA input):
```
! RIJCOSX wB97M-V def2-TZVPD def2/J DEFGRID3
* xyz 0 1
O -0.236 -1.824 0.388
O 0.343 1.528 -0.225
N -0.081 -0.878 -0.363
N -0.280 0.723 0.514
N 0.407 -0.555 -1.408
H 0.279 0.430 1.340
H -1.244 0.897 0.490
H 1.075 -1.021 -1.909
*
```



Entry 3:
Molecular formula: C6H14N2O2
Method: DFT, wB97M-V/def2-TZVPD

Results
Gap between HOMO and LUMO: 0.3570 Ha
SMILES string: CNC(C)=O.CNC(C)=O
ΔE to the lowest compared entry with this formula, charge and spin: 22.8 kcal/mol
Highest occupied orbital energy: -9.113 eV
DFT total energy: -497.02119 Eh
Max |F|: 2.80 eV/A

Structure (ORCA input):
```
! RIJCOSX wB97M-V def2-TZVPD def2/J DEFGRID3
* xyz 0 1
O 1.522 0.782 -3.054
O -1.587 0.549 1.241
N -0.156 0.040 -1.743
N 0.169 -0.280 2.371
C -1.155 0.387 -2.774
C 0.993 0.902 2.436
C 1.185 0.130 -2.078
C 2.112 -0.346 -0.974
C -1.122 -0.371 1.894
C -1.865 -1.642 2.228
H 0.383 1.782 2.625
H -1.536 1.378 -2.536
H -0.581 0.082 -0.832
H -0.690 0.327 -3.748
H -2.314 -2.020 1.318
H 2.635 -1.257 -1.273
H 1.722 0.735 3.226
H 1.476 -0.415 -0.090
H 0.549 -1.147 2.712
H -2.627 -1.354 2.955
H -1.960 -0.344 -2.757
H -1.220 -2.370 2.706
H 2.902 0.339 -0.692
H 1.565 1.044 1.511
*
```



- Among the records above, which one has the highest DFT total energy?
  H3N3O2